DFT (ωB97M-V/def2-TZVPD) results for 4 unconnected molecules or ions with the total composition C39H44BCl2F6N4O17PS in a non-equilibrium geometry.

LUMO: 0.02 eV
DFT total energy: -144075.8224 eV
SMILES: C[C@H](Cc1cc([C@@H](Cl)[C@@H](C)Cl)c(ON=O)c2c1Sc1c(c(OC[C@@H](C)O)c(COC(F)(F)F)c(P(N)O)c1B(N)O)N2)OCc1ccccc1.O=C1OC[C@@H](F)O1.O=C1OC[C@@H](F)O1.O=C1OC[C@@H](F)O1
HOMO energy: -8.051 eV
Gap between HOMO and LUMO: 8.1 eV

Positions of all 115 atoms, in Å:
C -0.25890 -3.33474 -3.29083
C 0.22629 -1.90878 -2.92842
C -0.90810 -0.84091 -3.05578
C -1.51055 -0.69409 -1.66287
C -2.51312 -1.53189 -1.27380
C -3.04184 -1.41015 -0.00140
C -4.18309 -2.35879 0.33625
Cl -3.97423 -3.14743 1.93193
C -5.61144 -1.71946 0.16093
C -6.32056 -1.38067 1.48356
Cl -5.54809 -0.20335 -0.82754
C -2.53800 -0.44916 0.83696
O -3.08906 -0.31884 2.11882
N -2.22786 -0.99414 3.02331
O -2.67785 -0.98932 4.09563
C -1.52452 0.43182 0.46342
C -1.03045 0.28987 -0.81372
S 0.23337 1.41161 -1.39364
C 0.92686 2.02815 0.13081
C 0.19492 1.93734 1.29234
C 0.79614 2.41620 2.44841
O 0.17540 2.35714 3.66580
C 0.18633 1.03692 4.24977
C 1.48264 0.23766 4.05916
C 1.71511 -0.72662 5.24656
O 1.44072 -0.60863 2.90124
C 2.04769 2.98250 2.41351
C 2.66028 3.53522 3.69359
O 3.85855 2.82195 4.04305
C 4.18513 2.88016 5.35994
F 3.74251 3.97222 5.99232
F 5.52515 2.89920 5.45411
F 3.74551 1.77431 5.99209
C 2.77318 3.10301 1.22905
P 4.42216 3.94889 1.26807
N 5.55634 2.98787 0.38373
O 4.14041 5.26392 0.26545
C 2.19046 2.58869 0.06701
B 2.93632 2.68140 -1.34845
N 3.83350 1.67948 -1.82718
O 2.74186 3.80090 -2.13734
N -1.13629 1.41932 1.42592
O 1.40522 -1.53800 -3.63951
C 2.51471 -1.33790 -2.78828
C 3.05530 -2.60016 -2.15153
C 3.85901 -3.49803 -2.82411
C 4.29290 -4.62541 -2.17708
C 3.96696 -4.89587 -0.86935
C 3.18182 -4.00129 -0.17541
C 2.74395 -2.87672 -0.83594
H 0.56905 -3.84501 -3.79058
H -1.16930 -3.33099 -3.89446
H -0.44241 -3.88622 -2.36238
H 0.48335 -1.96076 -1.86377
H -1.68553 -1.28188 -3.68580
H -0.52021 0.09998 -3.44279
H -2.93178 -2.28903 -1.92912
H -4.13989 -3.16648 -0.39613
H -6.22791 -2.40756 -0.41665
H -6.99110 -0.53686 1.30365
H -6.90970 -2.24279 1.80880
H -5.63845 -1.07069 2.27634
H 0.00392 1.12830 5.32267
H -0.63579 0.47059 3.81510
H 2.38343 0.85507 3.99403
H 1.31440 -1.72147 5.04684
H 1.34948 -0.30639 6.18769
H 2.80062 -0.81373 5.36642
H 1.70701 -0.09616 2.12859
H 2.90636 4.58661 3.51114
H 1.88833 3.50518 4.46434
H 5.92519 3.55240 -0.37629
H 5.17467 2.12306 0.01729
H 4.91556 5.83637 0.27586
H 3.65332 0.75841 -1.45576
H 3.88187 1.67741 -2.83956
H 1.87913 4.16288 -1.89207
H -1.78749 2.20140 1.34856
H 3.31303 -0.93592 -3.42956
H 2.32654 -0.56185 -2.03515
H 4.12263 -3.32416 -3.86416
H 4.92415 -5.34413 -2.69416
H 4.31156 -5.79234 -0.36375
H 2.87899 -4.13320 0.85788
H 2.13159 -2.14961 -0.30029
O -5.99158 -7.20080 3.23659
C -5.86527 -6.39231 4.09098
O -4.68091 -5.82909 4.45096
C -4.97165 -4.81163 5.41343
C -6.29817 -5.26436 5.96553
F -7.07131 -4.21230 6.33190
O -6.89084 -5.90562 4.85349
H -5.03878 -3.84434 4.91137
H -4.19495 -4.76031 6.17299
H -6.22674 -5.96748 6.79770
O -1.94713 1.33112 -6.00397
C -0.82702 1.17112 -6.35690
O -0.45172 0.89669 -7.62993
C 0.97787 0.91010 -7.66921
C 1.33288 0.63534 -6.23035
F 2.48740 1.25388 -5.87621
O 0.25629 1.23387 -5.52703
H 1.32506 1.89058 -7.99949
H 1.35733 0.15218 -8.35013
H 1.39350 -0.42268 -5.96836
O -1.45919 5.56651 -0.46772
C -1.40588 5.47539 -1.64707
O -2.48238 5.29297 -2.45159
C -2.02697 5.36427 -3.80565
C -0.56863 5.01710 -3.66118
F 0.18780 5.65375 -4.58882
O -0.24726 5.52645 -2.37642
H -2.17365 6.37528 -4.18932
H -2.56714 4.66339 -4.43805
H -0.35825 3.94509 -3.69076

Force components x, y, z for each atom (eV/Å):
0.549 0.329 0.320
-0.353 -0.105 0.468
0.116 -1.091 0.764
0.665 0.520 -1.807
-0.380 -0.179 0.534
-0.534 -0.958 0.156
-0.206 0.607 -0.620
-0.136 -0.372 -0.269
0.013 0.248 0.982
-0.219 0.198 -0.294
0.096 -0.311 -0.092
-0.224 0.291 0.817
0.022 0.039 -0.520
-0.004 -0.092 0.538
0.015 0.035 -0.154
-0.511 -0.182 0.598
0.785 0.683 0.236
-0.207 -0.010 -0.028
-0.669 -0.651 -0.708
-0.490 0.033 0.718
-0.177 -0.062 0.555
-0.145 -0.288 0.110
0.121 -0.399 -0.112
0.047 -0.852 0.459
0.603 0.546 -0.138
0.015 0.204 -0.222
1.755 0.756 0.659
-0.964 0.558 -0.525
-0.385 0.190 0.749
0.951 -0.162 -0.873
-0.292 -0.343 0.018
-0.358 -0.247 0.080
-0.068 0.435 0.289
-0.289 -0.352 -1.041
0.888 1.055 1.276
-0.908 0.037 0.135
-0.254 -0.750 -0.381
0.846 -0.001 -0.658
0.270 0.400 -0.097
-0.888 0.159 -0.054
-0.608 -0.789 0.123
0.355 0.198 -1.227
-0.365 0.022 -0.203
1.175 0.023 -0.485
-0.409 0.456 0.149
-0.134 0.307 -0.702
0.851 -1.083 -0.474
-0.108 -0.334 0.835
-0.232 0.099 0.251
-0.630 0.917 0.545
-0.277 -0.026 -0.130
0.226 -0.104 -0.100
-0.175 0.020 -0.196
0.100 0.167 -0.161
0.111 0.563 -0.292
-0.150 -0.149 -0.156
0.206 0.143 -0.146
0.152 0.000 0.245
0.106 0.101 0.019
-0.100 -0.271 0.037
0.155 0.133 0.121
0.052 -0.131 -0.182
-0.044 0.504 -0.199
0.177 -0.017 0.032
-0.388 0.313 0.024
-0.205 0.205 0.063
-0.131 -0.210 -0.131
-0.184 -0.263 0.007
-0.058 0.023 0.080
0.159 -0.169 0.165
0.394 -0.204 0.138
0.021 -0.303 -0.108
0.208 0.152 -0.295
-0.125 0.078 0.183
0.359 -0.033 -0.037
0.325 -0.144 0.077
0.347 0.638 0.010
-0.044 -0.102 0.435
-0.252 -0.004 -0.033
-0.388 -0.294 -0.010
0.026 -0.002 0.106
-0.080 0.161 -0.073
0.081 0.037 -0.225
0.184 -0.206 -0.082
0.069 -0.156 0.016
-0.029 0.079 0.005
0.056 -0.165 -0.420
-0.428 0.019 0.191
0.557 0.153 0.128
-0.291 0.363 -0.180
-0.044 -0.072 0.046
0.428 -0.233 0.183
-0.218 -0.002 0.048
0.090 -0.175 -0.114
-0.099 0.086 0.066
0.056 0.103 0.033
-0.349 0.153 0.040
0.138 -0.004 0.306
0.098 -0.112 -0.420
0.296 0.242 0.153
-0.016 -0.038 0.100
-0.120 -0.335 -0.362
0.059 0.027 0.180
-0.224 -0.064 -0.013
0.106 0.057 0.142
0.077 0.010 -0.047
-0.155 0.084 0.432
0.395 0.035 -0.058
-0.410 -0.133 -0.214
0.267 0.290 -0.258
0.064 -0.064 0.046
-0.392 -0.461 -0.026
0.200 0.024 0.019
-0.079 -0.087 0.207
0.117 0.033 -0.091

Löwdin population analysis, charges in e, atoms 1 to 8: -0.01 -0.35 -0.08 -0.22 0.00 -0.24 -0.59 0.72


DFT (ωB97M-V/def2-TZVPD) results for a molecular structure, C39H44BrInN4O10S5.

LUMO: -0.42 eV
DFT total energy: -196986.8463 eV
HOMO energy: -8.492 eV
Gap between HOMO and LUMO: 8.1 eV

Positions of all 104 atoms, in Å:
In 0.43392 0.49397 -1.34570
C 3.41411 -1.19996 0.42175
C 3.99050 -0.69860 -0.89555
S 3.25683 0.88006 -1.38455
C 3.34934 0.79729 -3.18010
C 2.75381 -0.46716 -3.77051
S 0.99374 -0.71891 -3.44549
C 0.77495 -3.59541 -1.40805
C 1.82057 -3.34767 -0.34827
S 1.66635 -1.69756 0.41711
H 3.97863 -2.06798 0.76024
H 3.49679 -0.44125 1.19764
H 5.06214 -0.52991 -0.78419
H 3.83181 -1.43370 -1.68411
H 2.79501 1.67988 -3.50334
H 4.39250 0.90737 -3.47852
H 2.85206 -0.39735 -4.85418
H 3.31889 -1.34513 -3.45782
H 0.84244 -4.61462 -1.77968
H 0.88872 -2.91366 -2.24454
H 1.71413 -4.07935 0.45432
H 2.82130 -3.44314 -0.77203
C -2.17188 -0.30226 1.16370
O -0.82055 0.20639 1.13122
C -0.50800 1.15380 2.06686
C -1.31420 1.53844 3.11963
C -0.87358 2.55241 3.96640
Br -1.97098 3.04963 5.42828
C 0.31301 3.21568 3.75567
C 1.11016 2.83824 2.67088
C 0.71447 1.78298 1.88307
O 1.49424 1.27344 0.85902
C 2.33014 3.60204 2.34859
N 3.16213 4.09547 3.21913
C 4.12737 4.75148 2.45669
C 5.25626 5.46298 2.86489
C 6.04843 6.03276 1.88676
C 5.73554 5.90544 0.52219
C 4.62557 5.19917 0.10017
C 3.83900 4.62632 1.09523
N 2.68221 3.86692 1.04193
H -2.32968 -0.85525 2.08891
H -2.27843 -0.96010 0.31353
H -2.87941 0.52242 1.08602
H -2.27926 1.08575 3.27881
H 0.64296 4.02199 4.39491
H 2.25556 1.85886 0.71173
H 5.48790 5.56433 3.91806
H 6.93047 6.59229 2.17248
H 6.37822 6.37351 -0.21186
H 4.37466 5.10147 -0.94953
H 2.07641 3.79529 0.22520
C -2.30155 8.73984 -2.92216
C -1.72240 7.40149 -2.54163
C -2.07583 6.78058 -1.34743
C -1.53737 5.55066 -0.99248
C -0.63037 4.93991 -1.85170
C -0.26064 5.54340 -3.04787
C -0.80516 6.76720 -3.38091
S 0.03098 3.36057 -1.45484
O -0.54177 3.01240 -0.15658
O 1.49537 3.42800 -1.45222
N -0.36808 2.30045 -2.54894
C -1.83928 2.09229 -2.69977
C -2.36179 0.72374 -2.25334
O -3.51853 0.45429 -2.50710
O -1.54388 -0.07625 -1.60963
H -3.17839 8.97503 -2.32077
H -2.59001 8.75791 -3.97355
H -1.56722 9.53346 -2.76913
H -2.78777 7.26107 -0.68507
H -1.80802 5.06401 -0.06426
H 0.44470 5.05213 -3.70990
H -0.51910 7.24325 -4.31244
H -2.12337 2.19258 -3.74282
H -2.43488 2.80364 -2.12420
C -2.87554 -6.99485 5.06958
C -3.19421 -7.10748 3.60004
C -3.94791 -6.13007 2.95439
C -4.22839 -6.22007 1.60070
C -3.74360 -7.30548 0.88273
C -3.00256 -8.30439 1.50497
C -2.73402 -8.19726 2.86117
S -4.03072 -7.39112 -0.85460
O -5.38514 -7.00824 -1.10021
O -3.49455 -8.64449 -1.29828
N -3.10936 -6.22499 -1.53681
C -1.65487 -6.36734 -1.54257
C -0.92573 -5.71879 -0.34871
C -1.28882 -4.25800 -0.24920
O -2.30122 -3.90095 0.29046
O -0.52379 -3.31820 -0.86202
H -3.43355 -6.18308 5.53537
H -1.81117 -6.80109 5.22056
H -3.11584 -7.92110 5.59430
H -4.32097 -5.28298 3.52124
H -4.81894 -5.45894 1.10383
H -2.65885 -9.15093 0.92308
H -2.16367 -8.97622 3.35848
H -3.48275 -5.29383 -1.37668
H -1.26765 -5.95325 -2.47316
H -1.44116 -7.43240 -1.54786
H 0.14032 -5.88995 -0.46465
H -1.24827 -6.18524 0.57963

Force components x, y, z for each atom (eV/Å):
0.136 -0.405 -0.652
-0.086 -0.061 0.140
-0.106 -0.061 0.012
-0.072 0.037 0.048
0.075 0.051 -0.055
-0.154 0.015 -0.135
-0.054 -0.052 0.091
-0.271 -0.018 0.111
0.088 0.000 0.100
-0.028 0.204 -0.225
0.097 0.019 0.034
0.000 0.032 0.048
0.022 -0.106 0.014
0.011 0.046 0.092
-0.006 0.001 -0.046
0.022 0.028 0.016
0.062 -0.007 -0.015
0.061 0.020 -0.140
0.015 -0.095 -0.048
-0.029 0.088 -0.022
0.088 -0.018 0.030
-0.035 -0.023 -0.048
0.183 -0.023 0.163
-0.083 0.198 0.181
-0.277 -0.369 -0.209
-0.064 0.053 0.007
0.027 0.031 0.005
0.003 -0.004 -0.013
0.022 -0.021 -0.055
0.170 0.249 0.115
0.286 -0.312 -0.181
-0.385 0.058 -0.005
0.005 0.120 0.066
0.165 0.039 -0.071
0.008 -0.011 0.192
-0.006 0.002 0.027
-0.018 -0.026 0.004
-0.017 -0.019 0.058
-0.031 -0.008 -0.020
-0.166 -0.076 0.006
0.063 -0.049 0.094
0.005 -0.005 0.071
0.047 -0.037 -0.039
-0.023 0.038 -0.038
-0.011 -0.040 0.029
-0.031 -0.004 -0.011
-0.021 0.079 -0.062
0.004 -0.005 -0.049
-0.028 -0.009 -0.005
0.002 -0.002 -0.002
0.010 -0.007 0.058
0.047 0.024 -0.106
0.043 -0.084 0.038
-0.037 0.056 0.026
0.007 -0.009 -0.018
0.136 -0.046 -0.116
-0.091 0.097 -0.101
0.058 -0.062 -0.028
-0.006 0.102 -0.066
-0.377 0.042 0.352
0.080 0.223 -0.060
-0.159 0.123 -0.137
-0.280 -0.091 0.364
0.515 -0.079 0.176
0.015 -0.369 0.115
0.295 0.020 0.125
-0.193 0.257 -0.092
0.004 -0.001 -0.005
0.005 -0.008 0.013
-0.002 -0.010 -0.001
0.036 -0.027 -0.036
0.007 0.006 -0.057
-0.060 0.016 0.058
-0.023 -0.020 0.024
0.109 0.082 -0.113
0.070 0.160 -0.014
-0.015 -0.016 -0.073
0.019 -0.023 0.065
-0.017 0.068 0.024
0.018 -0.076 -0.013
0.043 -0.033 0.147
-0.038 0.107 0.015
0.012 -0.016 0.011
-0.009 -0.084 0.006
-0.059 0.046 -0.021
-0.037 -0.050 -0.069
0.294 0.095 -0.001
-0.166 0.110 0.091
-0.099 -0.018 0.021
0.127 0.209 -0.170
-0.004 0.073 0.008
-0.052 -0.189 0.088
0.010 -0.022 -0.020
-0.024 -0.002 -0.007
0.001 0.024 -0.017
0.028 -0.062 -0.043
0.057 -0.040 0.044
-0.009 0.054 0.047
-0.037 0.054 -0.040
0.070 -0.087 -0.035
-0.056 0.046 -0.091
0.023 -0.074 -0.057
0.080 -0.038 0.042
-0.039 0.004 0.040

Löwdin population analysis, charges in e, atoms 1 to 8: 0.64 -0.50 -0.46 0.93 -0.50 -0.65 0.62 -0.25